Entry 1:
Density functional theory data (the ωB97M-V functional and the def2-TZVPD basis) for a cluster of 4 separate species, C27H49N3O4S in total in a non-equilibrium geometry.

Properties
- Structure (SMILES): CS(=O)(=O)c1cccc2ncc(ON=O)nc12.CCCCCC.CCCCCC.CCCCCC
- HOMO: -9.53 eV
- Kohn-Sham gap: 7.59 eV
- Strongest force on any atom: 6.757 eV Å⁻¹

```
! RIJCOSX wB97M-V def2-TZVPD def2/J DEFGRID3
* xyz 0 1
C 2.0923 -3.3592 -1.4981
S 0.8907 -4.3441 -2.4975
O 1.3760 -5.7940 -2.4427
O 0.9586 -3.9598 -3.9746
C -0.8647 -4.2461 -1.8410
C -1.6804 -5.5514 -1.7854
C -3.1616 -5.4858 -1.2311
C -3.7786 -4.1283 -0.7827
C -2.9791 -2.7610 -0.8604
N -3.6758 -1.5707 -0.4060
C -2.7745 -0.4563 -0.5120
C -1.3021 -0.4807 -1.0646
O -0.5129 0.7643 -1.1169
N -1.0379 1.5013 -2.1751
O -0.9000 0.9246 -3.2013
N -0.6501 -1.6788 -1.5096
C -1.4959 -2.8425 -1.3837
H 1.8634 -2.2341 -1.4527
H 2.1087 -3.7903 -0.4372
H 3.1585 -3.4398 -1.9378
H -1.2045 -6.5192 -2.1481
H -3.7672 -6.4456 -1.1619
H -4.8550 -4.1047 -0.3681
H -3.1744 0.5635 -0.1487
C 2.0247 2.5153 -0.0723
C 0.8497 3.3706 0.3938
C 1.2769 4.7352 0.9361
C 2.1702 4.6915 2.1789
C 1.5805 3.9523 3.3800
C 0.3052 4.5915 3.9120
H 2.7088 2.2833 0.7471
H 1.6612 1.5670 -0.4767
H 2.5866 3.0227 -0.8622
H 0.2726 2.8221 1.1460
H 0.1755 3.5284 -0.4546
H 0.3780 5.3231 1.1526
H 1.8080 5.2810 0.1471
H 2.4006 5.7222 2.4751
H 3.1313 4.2336 1.9213
H 2.3246 3.9430 4.1824
H 1.3872 2.9037 3.1281
H 0.4868 5.6266 4.2152
H -0.0562 4.0438 4.7865
H -0.4917 4.5861 3.1663
C -5.7834 0.7644 -6.7371
C -5.9537 -0.7474 -6.6690
C -6.0504 -1.2778 -5.2379
C -4.8104 -1.0435 -4.3704
C -3.5148 -1.6202 -4.9117
C -3.5386 -3.1293 -5.0373
H -4.8568 1.0904 -6.2598
H -5.7505 1.0927 -7.7802
H -6.6225 1.2727 -6.2529
H -5.1309 -1.2335 -7.2035
H -6.8695 -1.0196 -7.2039
H -6.2722 -2.3501 -5.2761
H -6.9115 -0.8118 -4.7435
H -4.9925 -1.4707 -3.3761
H -4.6767 0.0323 -4.2126
H -2.7020 -1.3418 -4.2329
H -3.2720 -1.1740 -5.8826
H -3.7289 -3.5936 -4.0646
H -2.5727 -3.4930 -5.3978
H -4.3004 -3.4653 -5.7433
C 6.3994 0.2348 7.3437
C 6.2880 0.1211 5.8291
C 5.7329 1.3849 5.1704
C 4.3066 1.7620 5.5812
C 3.2493 0.6863 5.3309
C 3.0874 0.3348 3.8584
H 5.4243 0.3836 7.8125
H 6.8289 -0.6817 7.7591
H 7.0518 1.0669 7.6244
H 5.6735 -0.7477 5.5708
H 7.2843 -0.0759 5.4200
H 5.7793 1.2620 4.0826
H 6.3945 2.2276 5.4045
H 4.0210 2.6723 5.0403
H 4.2916 2.0293 6.6432
H 2.2880 1.0483 5.7091
H 3.4817 -0.2204 5.9007
H 2.8077 1.2177 3.2770
H 2.3003 -0.4137 3.7328
H 4.0061 -0.0777 3.4374
*
```

***

Entry 2:
Density functional theory data (the ωB97M-V functional and the def2-TZVPD basis) for a cluster of 7 separate species, C27H49N6O in total in a non-equilibrium geometry.

Properties
- HOMO: -3.36 eV
- Kohn-Sham gap: 5.57 eV
- Strongest force on any atom: 2.614 eV Å⁻¹

```
! RIJCOSX wB97M-V def2-TZVPD def2/J DEFGRID3
* xyz -1 1
C 1.2535 0.4353 -1.3739
C 1.3024 1.1666 -0.0486
C 0.2922 0.5770 0.9376
O 2.5601 1.2599 0.4871
H 1.9526 0.8364 -2.1069
H 0.2963 0.6213 -1.9058
H 1.2073 -0.6554 -1.2713
H 0.9533 2.2143 -0.2189
H -0.7616 0.7875 0.7031
H 0.4761 0.9429 1.9515
H 0.4194 -0.5130 1.0030
C -1.0615 -3.4400 -3.2793
C -2.3162 -2.6746 -3.7720
C -2.0464 -1.5425 -4.7870
C -0.6980 -1.5617 -5.3650
N 0.3625 -1.5845 -5.8030
H -1.5098 -4.1193 -2.5500
H -0.4927 -2.6877 -2.7314
H -0.4929 -3.9618 -4.0379
H -2.8336 -2.2664 -2.9008
H -3.0717 -3.3954 -4.1035
H -2.1914 -0.5966 -4.2626
H -2.8480 -1.5672 -5.5244
C -1.4731 4.3526 -3.4246
C -1.0774 4.6117 -1.9787
C -2.0373 4.0061 -0.9390
C -3.3872 4.5376 -1.1670
N -4.4273 4.9461 -1.4362
H -2.4808 4.7218 -3.6473
H -1.5706 3.2899 -3.6604
H -0.8573 4.8426 -4.1766
H -1.0121 5.6955 -1.8322
H -0.0488 4.3514 -1.7221
H -1.7298 4.1830 0.0883
H -2.1295 2.9299 -1.0994
C -2.9045 1.7151 6.4647
C -1.5587 1.8064 5.8017
C -1.3381 0.9858 4.5293
C -2.5150 1.0381 3.6508
N -3.4303 1.1054 2.9655
H -3.6638 2.2725 5.9104
H -2.8403 2.1313 7.4707
H -3.3001 0.7017 6.5652
H -0.8216 1.4939 6.5500
H -1.2517 2.8334 5.5843
H -1.1077 -0.0415 4.8251
H -0.4383 1.2874 3.9927
C 4.2567 -1.9467 1.6895
C 2.9236 -1.9650 2.4578
C 2.9953 -1.4399 3.8888
C 3.5357 -0.0762 3.8901
N 3.9040 1.0097 3.8697
H 4.0633 -2.4473 0.7376
H 4.9512 -2.5617 2.2671
H 4.6144 -0.9578 1.4130
H 2.5216 -2.9780 2.3847
H 2.2188 -1.3572 1.8811
H 3.7555 -2.0349 4.4108
H 2.0792 -1.5160 4.4691
C -2.2864 -1.9569 1.1596
C -3.5622 -1.1707 0.8436
C -4.3163 -1.8363 -0.3039
C -5.7354 -2.1394 -0.2493
N -6.8511 -2.4046 -0.2462
H -1.5309 -1.8433 0.3789
H -2.4825 -2.9895 1.4423
H -1.7942 -1.5013 2.0250
H -3.4444 -0.0920 0.8027
H -4.0980 -1.2443 1.7963
H -3.7694 -2.6379 -0.8176
H -4.1804 -1.2130 -1.2075
C 4.5970 -2.1356 -2.3638
C 5.6031 -1.0362 -2.0415
C 4.9193 0.3397 -1.8990
C 4.4415 0.9424 -3.1403
N 4.0578 1.5036 -4.0660
H 3.6348 -1.7715 -2.7268
H 4.4366 -2.8070 -1.5191
H 4.9130 -2.8010 -3.1751
H 6.4603 -1.0212 -2.7171
H 6.0623 -1.2286 -1.0689
H 5.6581 0.9994 -1.4408
H 4.0981 0.2435 -1.1801
*
```

***

Entry 3:
Density functional theory data (the ωB97M-V functional and the def2-TZVPD basis) for a cluster of 2 separate species, C27H50BBr5N2O7P in total in a non-equilibrium geometry.

Properties
- HOMO: -12.23 eV
- Kohn-Sham gap: 8.79 eV
- Strongest force on any atom: 5.118 eV Å⁻¹

```
! RIJCOSX wB97M-V def2-TZVPD def2/J DEFGRID3
* xyz 1 1
C -2.0947 4.2671 1.1270
C -2.0682 3.3691 -0.2334
C -0.6448 2.7919 -0.6423
C 0.4308 3.9554 -0.2096
C -0.0906 1.4584 -0.0137
C -0.9355 0.3963 0.8677
B -1.9835 0.8674 2.0048
O -1.4206 1.6514 3.1019
O -3.3818 0.5911 2.1051
C -1.2690 -0.8895 -0.1097
C -0.6463 -2.2002 0.6441
C -1.2194 -2.5055 2.1018
C -0.2067 -2.1097 3.3165
C 1.1776 -2.9096 3.2970
C 2.2287 -1.9971 4.1426
C 2.6029 -0.6235 3.3797
O 2.3015 0.5272 4.2508
C 3.1153 1.6403 3.9042
C 2.8117 2.6593 2.7008
O 4.1392 1.8933 4.5905
C -2.7932 -1.2926 -0.3402
C -3.7350 -0.1150 -0.9453
C -4.6174 -0.6915 -2.1870
C -5.2686 0.5662 -2.9535
O -4.6207 0.6165 -4.2701
C -4.3634 1.9535 -4.6690
C -2.8659 2.4871 -4.9697
O -5.2794 2.7931 -4.8548
C -0.2900 -0.7228 -1.4238
Br -1.0541 0.2638 -3.0204
C 0.6203 -1.9427 -1.8751
Br 2.5015 -2.2207 -1.2149
C 0.2113 -2.9933 -2.7636
C -1.2104 -3.0346 -3.4531
Br 1.4320 -4.5044 -3.2563
N 0.6066 0.4065 -0.9099
P 1.7430 1.2581 -2.0000
N 3.2206 1.5085 -1.0097
O 2.2964 0.3105 -3.3099
H -1.3273 3.9454 1.9020
H -3.1258 4.0907 1.6195
H -2.0519 5.3651 0.8350
H -2.3961 4.0974 -1.0693
H -2.9204 2.6218 -0.1238
H -0.6173 2.8552 -1.7962
H 1.4181 3.8430 -0.7949
H 0.6274 3.9326 0.9195
H -0.0299 4.9392 -0.5697
H 0.7695 1.7857 0.6938
H -0.0855 -0.0660 1.5193
H -0.4416 1.4949 3.0798
H -3.5188 0.0765 2.9348
H -0.8413 -3.1611 0.0337
H 0.4867 -2.0243 0.8116
H -1.3637 -3.6455 2.2093
H -2.2115 -2.0304 2.3813
H -0.0975 -0.9702 3.4373
H -0.7627 -2.4521 4.2718
H 1.0767 -3.8876 3.8923
H 1.6171 -3.1065 2.2647
H 3.2055 -2.5405 4.3616
H 1.7797 -1.6796 5.1582
H 1.8949 -0.5043 2.4675
H 3.6902 -0.5859 3.0252
H 2.5497 2.0210 1.7908
H 3.7585 3.2491 2.4218
H 1.9884 3.4119 2.9355
H -2.9475 -2.1955 -1.0172
H -3.3283 -1.5734 0.6442
H -3.1756 0.8354 -1.2194
H -4.5194 0.1961 -0.1558
H -5.4123 -1.3777 -1.7448
H -3.9427 -1.3002 -2.8732
H -5.1466 1.5370 -2.3551
H -6.3931 0.3930 -3.1108
H -2.2922 1.7624 -5.6548
H -2.8975 3.5194 -5.4815
H -2.2807 2.6356 -3.9943
H -1.3654 -4.0844 -3.9099
H -1.2257 -2.3138 -4.3428
H -2.1076 -2.8481 -2.7868
H 1.2448 0.0095 -0.1758
H 4.0424 1.1029 -1.4807
H 3.1323 1.0574 -0.0873
H 3.0820 0.7384 -3.7383
Br 5.7670 -1.3613 0.8603
C 5.9266 -3.1195 0.0304
C 7.1874 -3.8201 0.4714
Br 8.7519 -3.0973 -0.4377
H 5.8718 -2.9684 -1.0479
H 5.0444 -3.6710 0.3610
H 7.1582 -4.8744 0.1928
H 7.3747 -3.7370 1.5417
*
```